(1)
{
  "formula": "C8H11N",
  "method": "ωB97M-V with the def2-TZVPD basis set",
  "de_lowest_ev": 3.7221,
  "e_homo_ev": -8.5,
  "smiles": "[H]/N=C/C1=C(C)C12CCC2",
  "gap_ev": 9.3,
  "lumo_energy_ev": 0.8,
  "e_tot_ha": -366.0013,
  "elements": ["C", "C", "C", "C", "C", "C", "C", "C", "N", "H", "H", "H", "H", "H", "H", "H", "H", "H", "H", "H"],
  "positions_angstrom": [[-0.781, -0.108, 0.790], [-0.285, -1.197, 0.263], [-2.050, 0.444, 1.645], [1.550, 1.383, -1.432], [1.674, 0.715, 0.005], [0.162, 0.664, -1.611], [0.311, 0.100, -0.168], [-0.208, -2.650, 0.242], [-2.172, 1.666, 1.695], [-2.449, -0.407, 2.210], [1.521, 2.460, -1.507], [2.411, 1.295, -2.175], [2.471, 0.064, 0.292], [1.712, 1.398, 0.865], [-0.608, 1.360, -1.685], [0.190, -0.149, -2.432], [0.254, -3.024, -0.695], [-1.166, -3.093, 0.655], [0.517, -3.004, 1.123], [-3.056, 2.083, 1.919]]
}

---

(2)
{
  "formula": "C31H28AsNO6P2PtS",
  "method": "ωB97M-V with the def2-TZVPD basis set",
  "e_homo_ev": -14.3,
  "gap_ev": 5.9,
  "charge": 2,
  "lumo_energy_ev": -8.4,
  "e_tot_ha": -5139.6597,
  "elements": ["Pt", "C", "N", "P", "C", "C", "C", "C", "C", "C", "C", "C", "C", "C", "C", "C", "P", "C", "C", "C", "C", "C", "C", "C", "C", "C", "C", "C", "C", "H", "H", "H", "H", "H", "H", "H", "H", "H", "H", "H", "H", "H", "H", "H", "H", "H", "H", "H", "H", "H", "H", "H", "O", "As", "O", "O", "C", "C", "C", "C", "C", "C", "S", "O", "O", "O", "H", "H", "H", "H", "H"],
  "positions_angstrom": [[-1.571, -0.934, -0.980], [0.169, 2.647, 1.469], [0.154, 1.146, 1.277], [0.967, 0.727, -0.063], [2.708, 0.955, 0.167], [3.188, 1.646, 1.291], [4.546, 1.796, 1.486], [5.445, 1.247, 0.580], [4.984, 0.525, -0.513], [3.627, 0.368, -0.718], [0.654, -0.798, -0.994], [1.096, -0.705, -2.373], [0.987, -1.764, -3.216], [0.468, -2.999, -2.754], [0.180, -3.166, -1.431], [0.303, -2.086, -0.509], [-1.322, 0.631, 2.186], [-0.646, 0.712, 3.865], [0.689, 0.502, 4.208], [1.071, 0.533, 5.539], [0.124, 0.761, 6.531], [-1.203, 0.977, 6.194], [-1.588, 0.967, 4.860], [-1.459, -1.166, 1.910], [-0.695, -2.147, 2.526], [-0.916, -3.489, 2.218], [-1.872, -3.860, 1.277], [-2.662, -2.897, 0.669], [-2.481, -1.545, 1.006], [1.070, 3.103, 1.067], [0.129, 2.848, 2.539], [-0.698, 3.097, 0.987], [2.512, 2.041, 2.036], [4.906, 2.334, 2.352], [6.508, 1.362, 0.740], [5.685, 0.073, -1.200], [3.301, -0.222, -1.560], [1.518, 0.219, -2.737], [1.315, -1.667, -4.242], [0.346, -3.825, -3.441], [-0.138, -4.127, -1.052], [0.255, -2.300, 0.548], [1.431, 0.327, 3.437], [2.108, 0.381, 5.807], [0.427, 0.781, 7.569], [-1.936, 1.170, 6.965], [-2.621, 1.167, 4.599], [0.054, -1.877, 3.258], [-0.333, -4.253, 2.715], [-2.030, -4.908, 1.058], [-3.464, -3.179, -0.001], [-3.243, -0.824, 0.726], [-4.416, 1.575, -2.304], [-3.768, 0.074, -2.872], [-4.642, -0.682, -3.980], [-3.467, -0.846, -1.412], [-2.018, 0.526, -3.712], [-1.974, 0.011, -5.005], [-0.975, 0.380, -5.902], [-0.014, 1.311, -5.548], [-0.023, 1.846, -4.268], [-0.995, 1.429, -3.371], [-0.934, 2.133, -1.776], [0.591, 1.838, -1.235], [-1.076, 3.535, -1.743], [-1.800, 1.318, -0.932], [-4.235, 1.726, -1.367], [-2.772, -0.652, -5.320], [-0.979, -0.040, -6.899], [0.734, 1.631, -6.261], [0.718, 2.578, -3.971]]
}

---

(3)
{
  "formula": "C16H24N3O4PW",
  "method": "ωB97M-V with the def2-TZVPD basis set",
  "e_homo_ev": [-18.9, -19.6],
  "s2": 3.806,
  "multiplicity": 4,
  "gap_ev": [6.2, 6.3],
  "charge": 3,
  "lumo_energy_ev": [-12.7, -13.2],
  "e_tot_ha": -1496.6805,
  "elements": ["C", "C", "N", "C", "C", "C", "C", "C", "P", "H", "H", "H", "C", "C", "H", "H", "H", "C", "C", "H", "H", "H", "H", "H", "H", "H", "H", "H", "H", "H", "H", "C", "O", "W", "O", "H", "H", "N", "O", "C", "C", "C", "C", "O", "N", "H", "H", "H", "H"],
  "positions_angstrom": [[-1.578, 2.293, -0.996], [-1.078, 1.261, -1.942], [-0.766, 0.096, -1.310], [-0.575, -1.070, -2.051], [-0.436, -0.950, -3.454], [-0.599, 0.272, -4.074], [-0.965, 1.394, -3.318], [-0.493, -2.252, -1.316], [-0.563, -2.249, 0.441], [-1.168, 2.371, -3.758], [-0.174, -1.858, -4.005], [-0.459, 0.359, -5.150], [0.416, 2.973, 0.212], [-1.627, 2.655, 1.405], [-0.282, -3.175, -1.860], [-2.646, 2.133, -0.785], [-1.429, 3.305, -1.391], [0.911, -3.084, 1.104], [-1.944, -3.314, 0.916], [0.858, -3.081, 2.200], [0.920, -4.121, 0.742], [1.832, -2.578, 0.789], [-2.121, -3.249, 1.998], [-2.847, -3.033, 0.358], [-1.678, -4.346, 0.645], [-1.745, 3.742, 1.282], [-2.600, 2.158, 1.398], [-1.106, 2.444, 2.342], [0.115, 4.019, 0.053], [0.944, 2.882, 1.166], [1.071, 2.652, -0.603], [-1.183, -0.340, 2.390], [-1.756, -0.591, 3.394], [-0.279, 0.099, 0.711], [-3.592, -0.216, 0.261], [-3.497, -1.088, 0.701], [-3.736, -0.450, -0.674], [-0.820, 2.168, 0.276], [2.305, 0.211, -1.339], [2.648, 0.122, -0.173], [4.056, 0.099, 0.403], [3.889, 0.153, 1.907], [2.382, 0.239, 2.166], [1.792, 0.435, 3.212], [1.741, 0.104, 0.908], [4.560, -0.815, 0.066], [4.626, 0.949, 0.011], [4.288, -0.749, 2.388], [4.392, 1.019, 2.353]]
}

---

(4)
{
  "formula": "C7H14N2O2",
  "method": "ωB97M-V with the def2-TZVPD basis set",
  "de_lowest_ev": 6.3437,
  "e_homo_ev": -8.9,
  "gap_ev": 9.2,
  "lumo_energy_ev": 0.4,
  "e_tot_ha": -534.8657,
  "elements": ["C", "C", "C", "C", "C", "C", "C", "H", "H", "H", "H", "H", "H", "H", "H", "H", "H", "H", "H", "H", "H", "N", "N", "O", "O"],
  "positions_angstrom": [[-2.107, -0.360, -1.349], [-0.291, 0.625, 0.161], [-0.424, 2.003, -0.087], [0.148, 0.386, 1.682], [0.896, 0.056, -0.837], [1.212, -1.364, -0.406], [2.557, -1.381, 0.156], [-2.136, -1.374, -1.933], [-3.185, -0.291, -1.266], [-1.922, 0.511, -1.877], [-1.281, 2.526, 0.275], [-0.107, 2.381, -1.335], [0.302, 2.677, 0.527], [0.623, -0.543, 1.840], [-0.544, 0.755, 2.459], [1.020, 0.972, 1.939], [0.920, 0.166, -1.987], [1.901, 0.610, -0.659], [2.625, -0.422, 0.814], [3.371, -0.848, -0.285], [2.767, -2.268, 0.761], [-1.495, -0.191, -0.007], [-1.996, -0.966, 1.010], [-2.939, -1.628, 0.634], [0.085, -2.034, -0.229]]
}

---

(5)
{
  "formula": "H8O3S2",
  "method": "ωB97M-V with the def2-TZVPD basis set",
  "de_lowest_ev": 0.4049,
  "e_homo_ev": -9.7,
  "smiles": "SS.O.O.O",
  "gap_ev": 9.9,
  "lumo_energy_ev": 0.2,
  "e_tot_ha": -1026.8711,
  "elements": ["S", "S", "H", "H", "H", "H", "O", "H", "H", "O", "H", "H", "O"],
  "positions_angstrom": [[-0.141, -0.951, -0.725], [-1.766, 0.120, -1.367], [-0.231, -2.017, -1.541], [-2.713, -0.436, -0.596], [0.090, 0.684, 3.512], [0.815, 0.644, 4.849], [0.479, 0.073, 4.151], [-0.737, 2.979, 2.203], [0.174, 2.143, 1.332], [-0.034, 2.321, 2.257], [3.338, -0.478, -1.958], [2.751, -1.789, -2.405], [2.845, -0.872, -2.685]]
}